Entry a
This record from OMol25 describes a molecular structure, C24H39HoN2O7. The level of theory is wB97M-V/def2-TZVPD.

## Properties
total charge	+2
2S+1	5
E_LUMO (alpha / beta)	-5.29 / -5.28	eV
frontier orbital gap (alpha / beta)	8.759 / 8.762	eV

```
73
Properties=species:S:1:pos:R:3:lowdin_spin:R:1
Ho 0.40062 0.17990 0.73503 4.031
C -1.29140 -2.03047 2.52147 0.000
C -1.45927 -2.66301 1.13137 0.000
O -0.51766 -2.07621 0.23195 -0.003
C 0.31360 -2.95740 -0.52784 0.000
C 1.75681 -2.44771 -0.43287 0.000
O 1.84385 -1.07281 -0.79872 -0.004
C 1.94454 -0.82895 -2.20157 0.000
C 2.15094 0.68248 -2.36394 0.000
O 1.20526 1.42491 -1.58870 -0.002
C 0.16585 2.01441 -2.35482 0.000
C -0.80076 0.95080 -2.87770 0.000
O -0.99665 -0.00979 -1.83915 -0.001
C -2.32149 -0.51217 -1.75816 0.000
C -3.14538 0.32855 -0.78248 0.000
O -2.41414 0.40898 0.43858 -0.001
C -3.23863 0.62190 1.57701 0.000
C -2.52982 0.03450 2.82908 0.000
O -1.30375 -0.60236 2.49608 -0.002
H -2.05772 -2.41056 3.20171 0.000
H -0.30242 -2.30026 2.90279 0.000
H -2.47210 -2.49338 0.74225 0.000
H -1.30039 -3.74196 1.22794 0.000
H -0.02898 -2.95025 -1.56964 0.000
H 0.27727 -3.98293 -0.14814 0.000
H 2.43221 -3.06162 -1.04005 0.000
H 2.06546 -2.46366 0.61939 0.000
H 1.03707 -1.16548 -2.71696 0.000
H 2.80945 -1.35671 -2.62666 0.000
H 2.09710 0.95896 -3.42101 0.000
H 3.14051 0.94794 -1.97961 0.000
H 0.57452 2.60185 -3.18499 0.000
H -0.35658 2.68413 -1.66550 0.000
H -0.38100 0.44415 -3.75410 0.000
H -1.74049 1.42512 -3.16451 0.000
H -2.23567 -1.53508 -1.38269 0.000
H -2.80840 -0.53691 -2.73861 0.000
H -4.11487 -0.15759 -0.62654 0.000
H -3.32294 1.33431 -1.18376 0.000
H -4.20526 0.12741 1.42929 0.000
H -3.42728 1.69501 1.70561 0.000
H -3.20257 -0.66003 3.34356 0.000
H -2.28566 0.83815 3.52988 0.000
N -0.28490 2.59083 1.54056 -0.004
C 0.83663 3.23246 2.20404 0.000
C 0.65321 4.21703 3.14304 0.000
C 1.74664 4.82839 3.77702 0.000
C 3.02234 4.44662 3.47241 0.000
C 3.24976 3.41324 2.53976 0.000
C 4.53805 2.91063 2.26974 0.000
C 4.67143 1.85266 1.40960 0.000
C 3.52404 1.30523 0.81966 0.000
N 2.29975 1.74581 1.03143 -0.005
C 2.14761 2.79344 1.88803 0.000
H -0.46126 3.10400 0.67267 0.000
H -1.11031 2.72555 2.12923 0.000
H -0.34435 4.53665 3.41085 0.000
H 1.56987 5.59334 4.51515 0.000
H 3.87267 4.90248 3.95562 0.000
H 5.38908 3.35001 2.76738 0.000
H 5.63923 1.42765 1.19702 0.000
H 3.62226 0.44658 0.16718 0.000
C 2.25155 0.31894 4.08027 0.000
C 1.99364 -1.00351 3.33842 -0.001
C 3.30233 -1.80470 3.25732 0.000
O 1.46086 -0.81916 2.06397 -0.009
H 2.44623 0.12597 5.13095 0.000
H 1.38464 0.97860 3.99629 0.000
H 3.12367 0.81468 3.66236 0.000
H 1.27457 -1.58373 3.95514 0.000
H 3.11503 -2.79819 2.85834 0.000
H 3.74901 -1.90117 4.24160 0.000
H 3.99799 -1.28662 2.60029 0.000
```

***

Entry b
This record from OMol25 describes a molecular structure, C24H39HoN2O7. The level of theory is wB97M-V/def2-TZVPD.

## Properties
total charge	+2
2S+1	5
E_LUMO (alpha / beta)	-5.28 / -5.27	eV
frontier orbital gap (alpha / beta)	8.759 / 8.764	eV

```
73
Properties=species:S:1:pos:R:3:lowdin_spin:R:1
Ho 0.01757 -0.22177 -0.05201 4.027
C 2.74140 -2.60739 0.23852 0.000
C 2.95325 -1.75878 1.47679 0.000
O 1.77665 -1.02233 1.81760 -0.002
C 0.96192 -1.61066 2.83302 0.000
C 0.17884 -2.81766 2.31698 0.000
O -0.13912 -2.59264 0.94315 -0.002
C -1.35122 -3.23806 0.53957 0.000
C -1.42783 -3.23513 -0.97632 0.000
O -1.05826 -1.94715 -1.47711 -0.002
C -1.73743 -1.49689 -2.65527 0.000
C -2.20020 -0.05822 -2.45071 0.000
O -1.15544 0.83006 -2.01851 -0.003
C -0.41611 1.47274 -3.05640 0.000
C 0.58222 0.51135 -3.69055 0.000
O 1.04909 -0.33221 -2.64573 -0.001
C 2.08547 -1.21246 -3.06068 0.000
C 2.16819 -2.33787 -2.05458 0.000
O 2.15768 -1.75999 -0.75053 -0.002
H 2.08482 -3.45786 0.43283 0.000
H 3.70864 -2.97918 -0.10810 0.000
H 3.73548 -1.02306 1.28173 0.000
H 3.27440 -2.38740 2.30906 0.000
H 0.27588 -0.82099 3.13542 0.000
H 1.57219 -1.89672 3.69098 0.000
H -0.73101 -2.92146 2.91150 0.000
H 0.75620 -3.74214 2.40030 0.000
H -2.18862 -2.68541 0.96070 0.000
H -1.36864 -4.27155 0.89185 0.000
H -2.45320 -3.48119 -1.25544 0.000
H -0.75826 -3.98811 -1.40069 0.000
H -2.62180 -2.10605 -2.84692 0.000
H -1.06656 -1.60339 -3.50831 0.000
H -2.91774 -0.04790 -1.63720 0.000
H -2.66583 0.31416 -3.36495 0.000
H 0.10254 2.30211 -2.57583 0.000
H -1.08974 1.87117 -3.81583 0.000
H 1.40794 1.06528 -4.14613 0.000
H 0.11229 -0.09186 -4.47315 0.000
H 3.03424 -0.66810 -3.10787 0.000
H 1.87352 -1.62725 -4.05005 0.000
H 3.09408 -2.89322 -2.21837 0.000
H 1.32260 -3.02316 -2.16180 0.000
N 2.07547 1.32165 -0.36823 -0.004
C 1.97083 2.60875 0.28438 0.000
C 2.72435 3.68441 -0.09733 0.000
C 2.62082 4.91673 0.57609 0.000
C 1.78682 5.04205 1.64870 0.000
C 0.99646 3.94814 2.06855 0.000
C 0.12767 4.02156 3.17889 0.000
C -0.61529 2.92560 3.51843 0.000
C -0.52052 1.77295 2.72735 0.000
N 0.27483 1.65202 1.68295 -0.003
C 1.06113 2.72373 1.36167 0.000
H 2.54832 1.45085 -1.25443 0.000
H 2.69304 0.73319 0.18851 0.000
H 3.42814 3.58933 -0.91696 0.000
H 3.22468 5.75155 0.24860 0.000
H 1.71550 5.97431 2.19414 0.000
H 0.06299 4.94426 3.74168 0.000
H -1.28896 2.94094 4.36324 0.000
H -1.15266 0.92223 2.95343 0.000
C -3.31793 1.67111 0.77666 0.000
C -3.07468 0.21051 1.15808 0.000
C -4.25824 -0.64005 0.67993 0.000
O -1.84203 -0.26470 0.67365 -0.008
H -4.26216 2.01142 1.20144 0.000
H -3.37214 1.77441 -0.30941 0.000
H -2.52067 2.31800 1.14276 0.000
H -3.07303 0.14209 2.25603 0.000
H -4.49434 -0.44807 -0.36827 0.000
H -5.14174 -0.39545 1.26841 0.000
H -4.05677 -1.70516 0.80010 0.000
```

***

It is entry b that is most stable; the runner-up trails by 0.0187 hartree.

***

Entry a
This record from OMol25 describes a single C23H31N5O2 molecule. The level of theory is wB97M-V/def2-TZVPD.

## Properties
total charge	0
E_LUMO	0.21	eV
SMILES	CC[C@@H]1CCCCN1CCCNC(=O)Cn1ncc2c([nH]c3ccc(C)cc32)c1=O
frontier orbital gap	8.599	eV

```
61
Properties=species:S:1:pos:R:3:mulliken_charge:R:1
C 0.15965 1.45726 -2.93350 -1.682
C -0.11925 0.96330 -1.51933 0.460
C -0.96151 1.95012 -0.69960 -0.362
C -0.15745 3.17476 -0.22524 -0.972
C 0.79554 2.83941 0.91923 -0.604
C 0.01754 2.17476 2.04978 -1.035
C -0.70338 0.94715 1.48784 -0.238
N -1.62068 1.24762 0.40292 0.666
C -2.86404 1.88463 0.81778 -0.807
C -4.04335 1.38974 -0.02879 -0.686
C -4.51222 0.00055 0.38673 -0.786
N -3.50725 -1.00801 0.13033 0.175
C -3.85892 -2.25782 -0.19840 0.570
O -5.00447 -2.60028 -0.41042 -0.711
C -2.73926 -3.30608 -0.28140 -0.757
N -1.37758 -2.82913 -0.25714 0.869
N -0.79347 -2.73642 -1.45221 -1.122
C 0.44096 -2.36437 -1.55276 -0.400
C 1.21027 -2.05768 -0.40804 0.621
C 0.59094 -2.19402 0.83564 -0.508
N 1.46496 -1.86720 1.82749 0.149
C 2.65448 -1.49706 1.25848 -0.296
C 3.83345 -1.06210 1.85038 -1.345
C 4.88280 -0.73558 1.02063 -0.508
C 4.79215 -0.82958 -0.37711 0.802
C 5.98066 -0.45464 -1.21033 -1.608
C 3.61999 -1.26380 -0.96294 -0.338
C 2.54096 -1.60208 -0.15000 0.820
C -0.78559 -2.58852 0.97552 0.638
O -1.40637 -2.70303 2.02292 -0.747
H 0.74167 2.37566 -2.92407 0.320
H 0.72114 0.70716 -3.48524 0.440
H -0.77097 1.64541 -3.46429 0.382
H 0.82852 0.75937 -1.01992 -0.269
H -0.67633 0.02687 -1.57974 -0.024
H -1.75992 2.30860 -1.35966 0.649
H 0.39573 3.59152 -1.06711 0.373
H -0.85625 3.94258 0.11769 0.379
H 1.57821 2.16066 0.57165 0.222
H 1.28156 3.75162 1.27298 0.440
H 0.69080 1.87140 2.85346 0.485
H -0.71105 2.87599 2.46289 0.362
H 0.04793 0.25918 1.09315 -0.575
H -1.25559 0.42612 2.27471 0.688
H -2.80792 2.98063 0.74747 0.343
H -3.05551 1.63417 1.86390 0.545
H -4.87910 2.08135 0.08854 0.414
H -3.75859 1.37450 -1.08119 0.223
H -4.76311 0.00289 1.45581 0.224
H -5.40776 -0.29130 -0.16861 0.490
H -2.55243 -0.72659 0.30582 -0.121
H -2.88597 -3.87373 -1.20152 0.419
H -2.88636 -3.96532 0.58083 0.285
H 0.83618 -2.30828 -2.55410 0.464
H 1.24453 -1.89278 2.80907 0.254
H 3.92093 -0.98184 2.92329 0.429
H 5.81136 -0.39287 1.45337 0.443
H 5.76029 -0.55297 -2.26994 0.351
H 6.82806 -1.09608 -0.97110 0.361
H 6.27666 0.57434 -1.01000 0.352
H 3.53369 -1.34017 -2.03656 0.392
```

***

Entry b
This record from OMol25 describes a single C23H31N5O2 molecule. The level of theory is wB97M-V/def2-TZVPD.

## Properties
total charge	0
E_LUMO	-0.14	eV
SMILES	CCC(CC)COC(=O)[C@@H](C#N)c1nc2ccccc2nc1N1CCN(CC)CC1
frontier orbital gap	8.388	eV

```
61
Properties=species:S:1:pos:R:3:mulliken_charge:R:1
C -1.91267 -0.78435 2.40385 -1.069
C -2.38210 -1.86593 1.43662 -0.518
C -1.29839 -2.88945 1.07152 0.520
C -1.80806 -3.89859 0.03314 -0.625
C -2.91485 -4.80500 0.55803 -1.418
C -0.04464 -2.19441 0.53410 -1.372
O -0.42945 -1.29130 -0.49944 0.249
C 0.37030 -1.11025 -1.53168 0.175
O 1.42476 -1.65079 -1.72329 -0.636
C -0.29220 -0.11185 -2.49825 0.705
C -1.34899 -0.84147 -3.16473 -0.375
N -2.16152 -1.46188 -3.67322 -0.592
C -0.87415 1.02636 -1.68229 0.450
N -2.11447 1.33560 -1.90452 -0.569
C -2.75199 2.15377 -1.03585 -0.036
C -4.08138 2.54071 -1.26799 -0.706
C -4.74878 3.26086 -0.31292 -0.478
C -4.12084 3.60562 0.89381 -0.575
C -2.82274 3.24647 1.14143 -0.616
C -2.10300 2.53193 0.16768 0.403
N -0.79963 2.24107 0.36315 -0.477
C -0.15083 1.57685 -0.56645 -0.042
N 1.17877 1.29819 -0.36019 0.756
C 1.70524 1.56474 0.96565 -0.757
C 2.96536 0.72974 1.16744 -0.893
N 3.96429 1.09778 0.18210 -0.065
C 5.23696 0.43729 0.42126 -0.437
C 6.37437 1.09224 -0.35403 -1.287
C 3.43819 0.83247 -1.14595 -0.539
C 2.16783 1.64747 -1.36436 -1.047
H -1.42791 -1.22489 3.27327 0.343
H -1.21971 -0.09929 1.92238 -0.015
H -2.76494 -0.20138 2.74583 0.420
H -2.74437 -1.39389 0.52166 0.170
H -3.21630 -2.40110 1.89150 0.467
H -0.99838 -3.43136 1.97580 0.487
H -0.96916 -4.52429 -0.28282 0.444
H -2.16588 -3.35646 -0.84477 0.195
H -2.59984 -5.30225 1.47323 0.320
H -3.82181 -4.24342 0.76258 0.314
H -3.15085 -5.56599 -0.18159 0.428
H 0.45064 -1.61371 1.31882 0.324
H 0.67021 -2.91893 0.12962 0.581
H 0.43482 0.20829 -3.25110 0.641
H -4.54527 2.25219 -2.19806 0.482
H -5.77141 3.56461 -0.48061 0.393
H -4.67403 4.16730 1.63243 0.404
H -2.32012 3.51734 2.05686 0.472
H 0.94488 1.30149 1.70151 0.521
H 1.94737 2.62906 1.08185 0.360
H 3.36524 0.92390 2.16538 0.489
H 2.70613 -0.34317 1.09670 0.240
H 5.44916 0.52725 1.49006 0.405
H 5.18615 -0.63821 0.17596 0.300
H 6.34667 2.16821 -0.20544 0.329
H 6.30691 0.88362 -1.41811 0.328
H 7.32717 0.71183 0.00501 0.429
H 4.17680 1.13666 -1.88808 0.402
H 3.21539 -0.23850 -1.28735 0.262
H 1.78159 1.47506 -2.36708 0.474
H 2.41545 2.71618 -1.27005 0.460
```

***

Entry c
This record from OMol25 describes a single C23H31N5O2 molecule. The level of theory is wB97M-V/def2-TZVPD.

## Properties
total charge	0
E_LUMO	0.66	eV
SMILES	CC1CCN(Cc2nc3c(c(=O)n(C)c(=O)n3C)n2CCCc2ccccc2)CC1
frontier orbital gap	8.932	eV

```
61
Properties=species:S:1:pos:R:3:mulliken_charge:R:1
C -5.99910 -1.32660 1.67216 -1.705
C -5.12747 -0.90946 0.49271 0.546
C -4.20648 -2.04656 0.05240 -0.826
C -3.30675 -1.59708 -1.09440 -0.965
N -2.50580 -0.46039 -0.67713 0.677
C -1.51106 -0.09353 -1.67157 -1.793
C -0.53833 0.88679 -1.11492 0.775
N -0.25422 2.04190 -1.69577 -0.852
C 0.64155 2.63400 -0.87852 0.756
C 0.90566 1.83036 0.22079 -0.229
C 1.79087 2.23266 1.26874 0.973
O 2.06205 1.61169 2.28152 -0.711
N 2.34660 3.48742 1.00283 -0.052
C 3.27775 4.02742 1.98003 -1.221
C 2.11299 4.30896 -0.09206 0.721
O 2.66299 5.38438 -0.19522 -0.675
N 1.23131 3.84759 -1.04535 -0.002
C 0.92818 4.65113 -2.20861 -1.091
N 0.12938 0.70643 0.04424 0.373
C 0.10002 -0.43848 0.91968 -1.044
C 1.02974 -1.55416 0.43529 -0.321
C 2.49078 -1.09819 0.34698 -0.560
C 3.37765 -2.26185 0.00959 0.023
C 3.92361 -3.04802 1.01606 -0.262
C 4.70961 -4.14373 0.70741 -0.617
C 4.95741 -4.47029 -0.61503 -0.422
C 4.41618 -3.69456 -1.62565 -0.651
C 3.63074 -2.59905 -1.31368 -0.271
C -3.35994 0.66467 -0.33394 -0.718
C -4.25931 0.29891 0.84107 -0.863
H -5.38046 -1.59828 2.52471 0.363
H -6.65409 -0.51106 1.96976 0.414
H -6.61485 -2.18332 1.40807 0.410
H -5.77802 -0.64123 -0.34812 0.210
H -4.79330 -2.90985 -0.26593 0.394
H -3.58166 -2.34935 0.89480 0.259
H -2.63099 -2.41092 -1.37198 0.408
H -3.92568 -1.35041 -1.97601 0.411
H -1.95581 0.35635 -2.57464 0.270
H -0.97886 -1.00253 -1.97109 0.462
H 3.37338 3.29735 2.78018 0.378
H 4.24373 4.20698 1.50913 0.338
H 2.89949 4.97229 2.36911 0.332
H 1.47902 5.58522 -2.11993 0.386
H 1.22744 4.11937 -3.11171 0.317
H -0.14364 4.84259 -2.25144 0.325
H -0.93011 -0.80105 0.95903 0.076
H 0.42333 -0.09816 1.90572 0.681
H 0.70295 -1.91469 -0.54237 0.142
H 0.95411 -2.38506 1.13880 0.461
H 2.78549 -0.66253 1.30316 0.337
H 2.58520 -0.32863 -0.42287 0.346
H 3.73527 -2.79298 2.04921 0.399
H 5.13176 -4.74386 1.50039 0.380
H 5.57233 -5.32454 -0.85721 0.373
H 4.60789 -3.94258 -2.65966 0.378
H 3.21370 -1.99360 -2.10681 0.369
H -2.72253 1.51155 -0.06806 0.376
H -3.98029 0.96686 -1.19711 0.358
H -3.63671 0.05845 1.70497 0.267
H -4.88469 1.15530 1.09825 0.385
```

***

It is entry c that is most stable; the runner-up trails by 0.0332 hartree.